Entry 1:
{
  "formula": "C16H76O30",
  "method": "ωB97M-V with the def2-TZVPD basis set",
  "species": ["O", "H", "H", "O", "H", "H", "O", "H", "H", "O", "H", "H", "O", "H", "H", "O", "H", "H", "O", "H", "H", "O", "H", "H", "O", "H", "H", "O", "H", "H", "O", "H", "H", "O", "H", "H", "O", "H", "H", "O", "H", "H", "C", "C", "O", "O", "H", "H", "H", "H", "H", "H", "C", "C", "O", "O", "H", "H", "H", "H", "H", "H", "C", "C", "O", "O", "H", "H", "H", "H", "H", "H", "C", "C", "O", "O", "H", "H", "H", "H", "H", "H", "C", "C", "O", "O", "H", "H", "H", "H", "H", "H", "C", "C", "O", "O", "H", "H", "H", "H", "H", "H", "C", "C", "O", "O", "H", "H", "H", "H", "H", "H", "C", "C", "O", "O", "H", "H", "H", "H", "H", "H"],
  "xyz": [[-0.418, -3.033, -0.450], [0.078, -2.235, -0.295], [-0.917, -2.765, -1.236], [2.855, -2.427, 2.199], [3.455, -1.867, 1.692], [3.326, -3.174, 2.366], [1.949, 2.478, 1.718], [1.430, 2.468, 2.513], [2.411, 3.307, 1.736], [-0.044, -0.726, -4.569], [0.154, 0.014, -4.009], [-0.357, -1.435, -3.963], [-1.714, -0.022, 3.367], [-1.732, -0.835, 2.905], [-1.393, -0.235, 4.214], [-0.575, 3.875, -0.101], [-0.006, 3.562, -0.813], [-0.350, 3.393, 0.702], [-1.165, 2.322, 2.420], [-1.188, 1.470, 2.881], [-1.497, 2.923, 3.167], [-3.678, 3.271, -2.102], [-3.957, 2.516, -1.580], [-4.508, 3.539, -2.488], [1.036, -1.417, 3.797], [1.709, -1.697, 3.114], [0.456, -2.228, 3.757], [-4.353, -0.567, 1.571], [-3.757, -0.062, 2.207], [-3.894, -1.376, 1.334], [1.045, 3.188, -2.056], [1.559, 3.972, -2.272], [1.786, 2.607, -1.771], [1.197, 1.244, 4.166], [0.982, 0.403, 3.737], [0.893, 1.404, 5.051], [-0.151, 1.818, -3.879], [-0.066, 2.394, -4.637], [0.232, 2.265, -3.126], [-1.312, -2.320, -2.724], [-2.179, -1.853, -2.624], [-1.630, -2.929, -3.375], [5.544, -0.933, 3.605], [4.248, -0.446, 4.265], [3.358, 0.073, 3.237], [6.283, -1.829, 4.320], [6.258, -0.172, 3.255], [5.334, -1.507, 2.751], [4.468, 0.307, 5.089], [3.589, -1.215, 4.603], [2.668, 0.550, 3.604], [6.051, -1.639, 5.284], [-3.775, -4.541, -0.111], [-3.630, -2.984, -0.244], [-2.756, -2.423, 0.721], [-4.695, -5.064, -1.059], [-3.958, -4.978, 0.893], [-2.793, -4.854, -0.210], [-4.601, -2.565, -0.072], [-3.383, -2.755, -1.289], [-1.836, -2.714, 0.441], [-4.759, -4.527, -1.841], [4.070, 1.651, -3.238], [4.068, 2.228, -1.877], [3.021, 1.689, -1.045], [2.768, 1.638, -3.706], [4.345, 0.658, -3.229], [4.664, 2.246, -4.040], [3.957, 3.246, -1.984], [5.080, 2.291, -1.399], [3.240, 1.913, -0.146], [2.300, 1.287, -2.920], [-5.881, 0.621, -1.265], [-6.731, 1.166, -0.140], [-8.110, 0.934, -0.375], [-4.521, 0.828, -0.895], [-6.157, 1.079, -2.199], [-6.165, -0.431, -1.161], [-6.585, 2.304, -0.239], [-6.483, 0.875, 0.870], [-8.191, 0.085, -0.047], [-4.339, 0.395, -0.044], [-3.849, 3.806, 1.208], [-5.178, 4.593, 1.024], [-5.057, 5.493, -0.092], [-4.161, 2.695, 2.085], [-3.112, 4.395, 1.791], [-3.326, 3.564, 0.267], [-5.333, 5.185, 1.906], [-6.126, 3.914, 0.852], [-4.096, 5.637, -0.241], [-3.305, 2.271, 2.188], [2.427, -2.110, -2.420], [2.034, -3.007, -3.566], [2.764, -4.238, -3.436], [1.658, -0.977, -2.269], [3.395, -1.799, -2.564], [2.270, -2.801, -1.526], [2.314, -2.628, -4.486], [0.935, -3.202, -3.564], [2.363, -4.907, -3.894], [1.562, -0.788, -1.342], [-0.221, -0.233, 0.631], [-0.647, 0.548, -0.497], [-1.789, 1.162, -0.244], [1.013, -0.875, 0.466], [-1.128, -0.814, 0.963], [0.209, 0.498, 1.309], [-0.776, -0.017, -1.402], [0.172, 1.271, -0.790], [-1.886, 2.054, -0.620], [1.493, -0.743, 1.324], [5.251, -2.939, -0.382], [5.468, -1.488, -0.200], [4.238, -1.028, 0.206], [6.375, -3.674, -0.707], [4.647, -3.130, -1.309], [4.727, -3.535, 0.424], [5.588, -0.968, -1.173], [6.273, -1.296, 0.448], [4.386, -0.118, 0.495], [6.758, -3.438, -1.571]],
  "e_lumo_ev": -0.372,
  "molar_mass_g_mol": 748.754,
  "total_energy_ha": -2912.0881,
  "e_above_lowest_kj_mol": 271.5
}



Entry 2:
{
  "formula": "C51H45BrN6O2STeTi",
  "method": "ωB97M-V with the def2-TZVPD basis set",
  "species": ["Ti", "O", "C", "C", "C", "C", "C", "C", "C", "O", "N", "N", "C", "C", "Br", "C", "C", "C", "C", "C", "C", "C", "H", "H", "H", "H", "H", "H", "H", "H", "H", "H", "H", "H", "H", "H", "C", "C", "C", "C", "C", "C", "C", "C", "S", "C", "N", "C", "C", "C", "C", "C", "C", "C", "C", "H", "H", "H", "H", "H", "H", "H", "H", "H", "H", "H", "H", "H", "H", "H", "H", "N", "C", "C", "C", "C", "C", "C", "C", "N", "C", "C", "N", "C", "H", "H", "H", "H", "H", "H", "H", "C", "Te", "C", "C", "C", "C", "C", "C", "C", "H", "H", "H", "H", "H", "H", "H", "H"],
  "xyz": [[-0.158, -0.663, -0.341], [-4.374, 2.819, 0.450], [-4.883, 1.700, -0.129], [-6.258, 1.656, -0.345], [-6.833, 0.550, -0.938], [-6.050, -0.528, -1.318], [-4.684, -0.490, -1.108], [-4.089, 0.617, -0.520], [-2.578, 0.700, -0.419], [-1.919, -0.456, -0.659], [-2.168, 1.224, 0.905], [-0.806, 1.245, 0.974], [-0.262, 1.113, 2.182], [1.033, 1.350, 2.425], [2.223, -0.777, 0.363], [2.138, 1.783, 2.954], [2.127, 2.962, 3.829], [1.103, 3.903, 3.746], [0.966, 4.863, 4.728], [1.850, 4.902, 5.795], [2.904, 4.006, 5.850], [3.042, 3.034, 4.876], [-3.427, 2.703, 0.633], [-6.848, 2.511, -0.053], [-7.901, 0.528, -1.097], [-6.501, -1.391, -1.785], [-4.051, -1.313, -1.415], [-2.247, 1.496, -1.137], [-2.636, 0.745, 1.690], [-0.898, 0.751, 3.005], [3.067, 1.238, 2.851], [0.410, 3.864, 2.918], [0.149, 5.564, 4.667], [1.706, 5.625, 6.584], [3.599, 4.039, 6.677], [3.846, 2.314, 4.932], [0.799, -0.181, 5.590], [0.046, -1.470, 5.918], [-1.156, -1.083, 6.790], [0.990, -2.386, 6.708], [-0.462, -2.217, 4.696], [-1.277, -3.337, 4.907], [-1.795, -4.075, 3.864], [-1.544, -3.640, 2.577], [-2.061, -4.370, 1.088], [-1.173, -3.138, 0.220], [-0.589, -2.223, 0.990], [-0.741, -2.511, 2.322], [-0.152, -1.842, 3.399], [-0.946, -3.206, -1.190], [-1.394, -4.272, -1.984], [-0.983, -4.358, -3.296], [-0.145, -3.387, -3.830], [0.240, -2.297, -3.060], [-0.137, -2.179, -1.732], [1.143, 0.264, 6.519], [0.155, 0.544, 5.103], [1.663, -0.358, 4.958], [-0.814, -0.518, 7.654], [-1.701, -1.952, 7.145], [-1.843, -0.463, 6.219], [1.335, -1.874, 7.603], [1.855, -2.630, 6.096], [0.500, -3.311, 7.007], [-1.494, -3.658, 5.913], [-2.373, -4.968, 4.045], [0.571, -1.070, 3.189], [-2.048, -5.022, -1.557], [-1.315, -5.182, -3.911], [0.192, -3.473, -4.853], [0.859, -1.523, -3.516], [-4.455, 4.972, -7.800], [-3.749, 4.525, -7.010], [-2.878, 3.973, -6.053], [-2.180, 4.800, -5.163], [-1.336, 4.256, -4.223], [-1.163, 2.869, -4.143], [-1.841, 2.044, -5.051], [-2.691, 2.585, -5.986], [-0.382, 2.304, -3.132], [0.516, 2.941, -2.307], [0.932, 2.028, -1.387], [0.304, 0.837, -1.624], [-0.464, 1.024, -2.686], [-2.316, 5.871, -5.213], [-0.829, 4.910, -3.532], [-1.696, 0.975, -5.028], [-3.220, 1.942, -6.675], [0.814, 3.959, -2.440], [1.634, 2.137, -0.577], [-1.097, 0.256, -3.098], [3.923, -2.179, -2.536], [3.280, -0.124, -2.748], [4.373, -0.276, -4.634], [5.243, -1.485, -4.540], [6.275, -1.697, -5.443], [7.076, -2.819, -5.346], [6.846, -3.745, -4.344], [5.817, -3.542, -3.443], [5.014, -2.413, -3.529], [3.079, -2.850, -2.708], [4.271, -2.337, -1.518], [4.965, 0.621, -4.802], [3.685, -0.372, -5.475], [6.454, -0.969, -6.221], [7.885, -2.966, -6.046], [7.472, -4.620, -4.257], [5.639, -4.256, -2.651]],
  "e_lumo_ev": -1.216,
  "molar_mass_g_mol": 1061.399,
  "total_energy_ha": -6539.1419,
  "e_above_lowest_kj_mol": 226.7
}



Here are the calculated E_HOMO numbers, same order: -9.18; -6.19 (eV).
Here are the calculated frontier orbital gap numbers, same order: 8.81; 4.98 (eV).